1.
C28H32BNO4 as an isolated structure, computed with ωB97M-V/def2-TZVPD.

For the strongest force on any atom, the calculation gives 7.5 eV Å⁻¹. The LUMO energy comes out at -2.2 eV. For the energy above the lowest of the compared OMol25 structures with the same formula, charge and spin, the calculation gives 54.47 kcal/mol.

Last column: Mulliken charge in e.
CARTESIAN COORDINATES (ANGSTROEM)
C 5.70427 0.13941 -2.40629  -1.158
C 4.34282 0.18040 -3.07468  0.793
C 3.56599 1.42278 -2.80769  -0.991
C 2.33172 1.52059 -2.25331  -0.441
C 1.79862 0.65743 -1.11530  1.438
B 2.64448 -2.94602 2.27548  0.593
O 3.18541 -1.80933 2.29242  -0.659
C 2.75502 0.21165 2.30454  -1.359
C 1.96867 0.72118 1.29746  0.221
C 0.49355 0.72466 1.28326  -0.673
C 1.31012 -3.83734 2.04544  -0.605
O 2.57668 -4.32753 2.30163  -0.689
C 2.41248 1.39268 0.07000  -0.773
O 2.49544 -0.57753 -1.28262  -0.479
O 3.93850 -0.74515 -3.77261  -0.561
H 6.21344 1.10836 -2.44407  0.382
H 5.60944 -0.15173 -1.35001  0.259
H 6.31217 -0.61256 -2.91259  0.348
H 4.06579 2.35152 -3.12342  0.379
H 1.92367 2.53035 -2.39091  0.424
H 2.31446 -0.00885 3.27235  0.306
H 3.83183 0.32676 2.25447  0.272
H 0.64218 0.30055 -1.04190  -0.728
H 0.24345 -0.00215 2.06817  0.481
H 0.09793 1.70316 1.61725  0.306
H 0.58744 -3.82149 2.86993  0.265
H 0.92323 -3.87195 1.02015  0.244
H 2.03460 2.43090 0.01491  0.272
H 3.50647 1.41861 -0.02244  0.544
C -1.06836 -2.49973 -1.63976  -1.739
C -1.41527 -1.97559 -0.30842  0.466
N -2.26554 -2.68895 0.50062  0.342
C -2.84985 -3.98479 0.20626  -0.961
C -2.51675 -1.98336 1.66635  -0.616
C -1.82509 -0.74820 1.57431  0.646
C -2.08460 0.19389 2.59129  1.289
C -2.96325 -0.12413 3.64293  -1.282
C -3.60631 -1.37074 3.70863  -0.696
C -3.37592 -2.33129 2.70954  -1.273
C -1.05157 -0.76994 0.31027  0.068
C -0.13245 0.38777 -0.12309  2.453
C -1.04593 1.51920 -0.63653  -0.179
C -2.37733 1.70864 -0.24155  -0.291
C -3.10893 2.80634 -0.68776  -1.134
C -2.54974 3.73368 -1.57109  1.012
C -3.30179 4.94957 -1.99884  -1.482
C -1.25683 3.50832 -2.03954  -1.166
C -0.59342 2.34944 -1.66911  -1.218
H -0.63377 -1.68637 -2.22368  0.446
H -0.33310 -3.31486 -1.58195  0.312
H -1.95264 -2.87046 -2.17580  0.424
H -3.51487 -4.26976 1.02630  0.329
H -3.44156 -3.96338 -0.71801  0.320
H -2.07885 -4.75957 0.10562  0.310
H -1.62610 1.18345 2.56589  0.421
H -3.13808 0.62552 4.42206  0.394
H -4.27581 -1.58235 4.54553  0.401
H -3.84039 -3.31738 2.75853  0.271
H 2.40161 -1.11548 -0.47284  0.384
H -2.88236 0.98440 0.38990  0.487
H -4.12770 2.94442 -0.32531  0.419
H -2.79937 5.42966 -2.84384  0.343
H -4.31689 4.67831 -2.30380  0.367
H -3.38322 5.68056 -1.18308  0.301
H -0.75552 4.20972 -2.71128  0.375
H 0.25771 2.03407 -2.25839  1.042



2.
The molecule C5H4N2, computed with ωB97M-V/def2-TZVPD.

For the strongest force on any atom, the calculation gives 0.7 eV Å⁻¹. The LUMO energy comes out at -0.6 eV. For the energy above the lowest of the compared OMol25 structures with the same formula, charge and spin, the calculation gives 127.32 kcal/mol.

Last column: Mulliken charge in e.
CARTESIAN COORDINATES (ANGSTROEM)
C 2.04141 -1.05472 0.98471  0.379
C 1.07641 -0.87217 0.29074  -0.916
C 0.25938 0.74570 -1.24665  -0.484
C -0.07888 -0.54647 -0.55117  0.110
N -1.24307 -0.22815 0.30140  0.170
N -1.50537 1.02866 0.26176  -0.449
C -0.65417 1.60938 -0.61467  -0.225
H 2.90705 -1.19084 1.59398  0.403
H -0.33489 -1.35858 -1.24294  0.329
H -1.72074 -0.81290 0.97319  0.252
H -0.74714 2.68009 -0.75034  0.431



3.
The molecule C18H24N2O3, computed with ωB97M-V/def2-TZVPD.

For the strongest force on any atom, the calculation gives 0.7 eV Å⁻¹. The SMILES is CC(=O)Nc1ccccc1OCC(=O)NCCC1=CCCCC1. The LUMO energy comes out at 0.4 eV. For the energy above the lowest of the compared OMol25 structures with the same formula, charge and spin, the calculation gives 22.25 kcal/mol.

Last column: Mulliken charge in e.
CARTESIAN COORDINATES (ANGSTROEM)
C 3.23391 2.13556 4.14639  -1.308
C 3.96286 1.27442 3.13306  0.816
O 5.16472 1.28037 3.00001  -0.625
N 3.10450 0.50948 2.40011  -0.046
C 3.38952 -0.42740 1.40261  -0.019
C 4.67547 -0.77347 1.01573  -0.444
C 4.87219 -1.72297 0.02682  -0.700
C 3.79109 -2.33048 -0.58087  -0.761
C 2.49810 -1.99208 -0.20886  -0.662
C 2.28998 -1.04512 0.77747  1.098
O 1.04587 -0.62571 1.21357  -0.565
C -0.08256 -1.34860 0.78079  -0.838
C -0.46094 -1.13277 -0.69036  0.776
O -1.15421 -1.92936 -1.28559  -0.675
N 0.05725 -0.01371 -1.22658  0.155
C -0.33707 0.47642 -2.52363  -0.919
C -1.40442 1.57799 -2.40025  -1.313
C -2.60877 1.04607 -1.67288  0.681
C -2.75351 1.19830 -0.36336  -0.236
C -3.88749 0.63347 0.43515  -0.616
C -5.02048 0.14237 -0.46045  -0.828
C -4.44352 -0.64634 -1.62966  -0.735
C -3.59782 0.27669 -2.49999  -0.609
H 2.52946 2.79545 3.64447  0.325
H 2.68833 1.50743 4.84752  0.320
H 3.95798 2.73345 4.69174  0.357
H 2.11603 0.58965 2.59766  0.239
H 5.51156 -0.29526 1.49703  0.532
H 5.87729 -1.98512 -0.26464  0.391
H 3.94041 -3.07069 -1.35159  0.398
H 1.66372 -2.46652 -0.70060  0.412
H 0.02991 -2.42312 0.96551  0.369
H -0.91367 -0.97972 1.39116  0.311
H 0.54653 0.62304 -0.61544  0.185
H -0.74014 -0.37880 -3.06952  0.418
H 0.54498 0.85682 -3.04599  0.404
H -1.68004 1.90897 -3.40267  0.394
H -0.97831 2.42627 -1.85946  0.377
H -2.01457 1.75196 0.20427  0.347
H -4.25574 1.38785 1.13642  0.401
H -3.50709 -0.20253 1.03402  0.170
H -5.70990 -0.47596 0.11743  0.367
H -5.57814 0.99925 -0.84546  0.313
H -3.80934 -1.45105 -1.25348  0.231
H -5.24466 -1.09008 -2.22335  0.346
H -3.06739 -0.31025 -3.25214  0.357
H -4.24191 0.98583 -3.03211  0.410



4.
The molecule C9H21N, computed with ωB97M-V/def2-TZVPD.

For the strongest force on any atom, the calculation gives 1.6 eV Å⁻¹. The SMILES is CCC[C@@](C)(N)C(C)(C)C. The LUMO energy comes out at 0.9 eV. For the energy above the lowest of the compared OMol25 structures with the same formula, charge and spin, the calculation gives 0.00 kcal/mol.

Last column: Mulliken charge in e.
CARTESIAN COORDINATES (ANGSTROEM)
C -2.81551 -0.28878 1.97441  -1.226
C -2.27699 -1.05775 0.77822  -0.597
C -0.69486 -0.89463 0.61462  -0.943
C -0.22854 0.12238 -0.44458  1.468
C -0.58827 -0.38256 -1.85750  -1.817
N -0.86616 1.41994 -0.26746  -0.623
C 1.43265 0.29446 -0.25611  1.490
C 2.04774 1.03267 -1.46648  -1.862
C 2.17106 -1.05491 -0.12604  -1.820
C 1.76613 1.12929 1.00265  -1.643
H -3.88931 -0.46662 2.09592  0.387
H -2.31790 -0.60365 2.89839  0.319
H -2.66559 0.78826 1.85889  0.277
H -2.82007 -0.77676 -0.12771  0.267
H -2.47577 -2.12362 0.94104  0.359
H -0.28783 -0.67420 1.60504  0.360
H -0.33971 -1.89074 0.32661  0.398
H -0.12140 -1.34861 -2.06865  0.313
H -0.26807 0.32054 -2.63384  0.413
H -1.66868 -0.50488 -1.98582  0.409
H -0.58609 2.07969 -0.98918  0.291
H -1.88126 1.36920 -0.26195  0.285
H 1.55448 1.99019 -1.65914  0.365
H 1.99579 0.42803 -2.37815  0.369
H 3.11115 1.24988 -1.30035  0.470
H 1.94643 -1.72228 -0.96348  0.333
H 3.25918 -0.91262 -0.10096  0.477
H 1.91581 -1.57281 0.80456  0.352
H 2.85089 1.21979 1.14406  0.437
H 1.37499 2.14986 0.92636  0.363
H 1.36570 0.68124 1.91664  0.327



5.
C41H56BCl2N13O2PbS3 as an isolated structure, computed with ωB97M-V/def2-TZVPD.

For the strongest force on any atom, the calculation gives 2.3 eV Å⁻¹. The LUMO energy comes out at -0.9 eV. For the energy above the lowest of the compared OMol25 structures with the same formula, charge and spin, the calculation gives 10.25 kcal/mol.

Last column: Mulliken charge in e.
CARTESIAN COORDINATES (ANGSTROEM)
Pb -1.29913 -1.76252 0.39948  1.825
C 3.34377 -2.70142 1.97048  -2.040
C 3.04767 -1.59612 1.01808  -0.465
C 3.89967 -1.22552 0.01898  -0.686
C 3.51947 -0.17372 -0.85392  0.486
N 2.35847 0.39218 -0.77502  -0.716
N 1.51017 0.06888 0.21048  1.193
B 0.25717 0.80388 0.22648  -1.892
N -0.06413 1.44968 1.52388  0.403
N 1.01597 2.02798 2.04408  0.049
C 0.95207 2.62588 3.18848  0.152
C -0.24143 2.59808 3.96288  -0.717
C -1.35813 2.00908 3.44778  0.049
C -2.63113 1.86848 4.20588  -1.860
C -1.28513 1.45948 2.12778  0.797
S -2.58593 0.77788 1.33128  -0.328
C 2.19437 3.35708 3.63888  2.474
C 2.62207 2.84498 5.01548  -1.843
C 3.33317 3.12388 2.64528  -1.964
C 1.87287 4.85478 3.71498  -1.626
N -0.13733 1.58818 -0.99182  0.467
N 0.46897 2.77588 -1.00272  -0.274
C 0.24467 3.62258 -1.95812  0.294
C -0.75253 3.36568 -2.94122  -0.843
C -1.39623 2.16808 -2.93722  0.133
C -2.51463 1.82598 -3.85492  -1.792
C -1.00023 1.19028 -1.96152  0.756
S -1.59553 -0.36952 -2.03802  -0.388
C 1.07567 4.88678 -1.99382  2.415
C 0.17217 6.12468 -1.94192  -1.928
C 1.86827 4.89558 -3.30942  -1.505
C 2.02927 4.92098 -0.79972  -1.589
C 1.82697 -0.88022 1.16128  1.369
S 0.80127 -1.22502 2.43828  -0.343
C 4.50397 0.40348 -1.84562  2.187
C 5.65147 1.01548 -1.02762  -1.740
C 3.82627 1.51018 -2.64952  -1.762
C 5.04657 -0.67522 -2.78692  -1.751
H 4.30827 -3.15182 1.75188  0.420
H 2.56037 -3.45712 1.90588  0.253
H 3.33617 -2.31612 2.98988  0.438
H 4.84167 -1.73442 -0.11252  0.438
H -0.25393 3.01648 4.95718  0.425
H -2.57213 2.35908 5.17328  0.410
H -2.85493 0.81218 4.35398  0.263
H -3.45623 2.28208 3.63078  0.389
H 2.76797 1.76828 4.98118  0.337
H 1.87647 3.07218 5.77188  0.362
H 3.55807 3.31738 5.30248  0.482
H 3.57707 2.06618 2.59768  0.265
H 4.21117 3.67858 2.96698  0.589
H 3.04797 3.44908 1.65008  0.155
H 1.06587 5.04518 4.41928  0.359
H 1.57627 5.22978 2.73758  0.233
H 2.75557 5.39878 4.04258  0.478
H -1.02893 4.13198 -3.64772  0.422
H -2.69643 2.61248 -4.58052  0.420
H -3.41443 1.67068 -3.26112  0.334
H -2.31163 0.88828 -4.36782  0.342
H -0.47783 6.18148 -2.81132  0.357
H 0.79047 7.01928 -1.92712  0.485
H -0.43973 6.11268 -1.04282  0.370
H 1.19847 4.91078 -4.16612  0.377
H 2.50347 4.01638 -3.38582  0.114
H 2.49207 5.78518 -3.35302  0.479
H 1.45977 4.95038 0.12468  0.366
H 2.66257 5.80318 -0.85422  0.515
H 2.65177 4.03168 -0.78052  -0.206
H 5.26287 1.75408 -0.32942  0.203
H 6.36137 1.50448 -1.69012  0.500
H 6.18447 0.25648 -0.46132  0.369
H 3.45797 2.27528 -1.97362  -0.108
H 2.97637 1.11618 -3.19752  0.358
H 4.52837 1.95588 -3.34832  0.528
H 5.51537 -1.48892 -2.23992  0.315
H 5.79557 -0.24202 -3.44512  0.495
H 4.24687 -1.08572 -3.39682  0.280
C 1.93367 -3.09042 -2.75152  -1.715
C 0.60877 -3.01502 -2.00332  0.783
O 0.65897 -2.46922 -0.86242  0.411
C -0.49243 -3.52292 -2.68092  -1.345
C -1.84523 -3.61312 -2.31632  0.559
C -2.80343 -4.23902 -3.29702  -1.531
N -2.36613 -3.14982 -1.20412  0.800
N -3.68533 -3.25582 -1.01812  -0.838
C -4.25323 -2.60322 -0.03552  0.355
O -3.64133 -1.96172 0.87238  -0.550
C -5.73103 -2.57782 -0.05822  0.226
C -6.49763 -3.55122 -0.69032  -0.278
C -7.87413 -3.42662 -0.73382  -0.712
C -8.49793 -2.32912 -0.16022  -0.401
C -7.73473 -1.34802 0.44928  -0.640
C -6.36113 -1.47332 0.50948  -0.405
H 2.02107 -2.20732 -3.38502  0.414
H 1.99247 -3.97972 -3.37082  0.548
H 2.75837 -3.06992 -2.04202  0.231
H -0.26883 -3.92322 -3.66052  0.185
H -2.29463 -4.58752 -4.19042  0.423
H -3.56933 -3.51002 -3.56092  0.335
H -3.31563 -5.07062 -2.81882  0.298
H -5.99973 -4.39192 -1.15072  0.457
H -8.46633 -4.18482 -1.22722  0.390
H -9.57483 -2.23502 -0.19802  0.379
H -8.20913 -0.47522 0.87188  0.395
H -5.75673 -0.70882 0.97498  0.377
N -3.84773 -6.18042 3.16498  -0.698
N -3.13643 -5.03242 3.01648  1.171
N -3.04083 -4.13362 3.96238  -0.943
C -2.18813 -3.27222 3.42988  -0.522
N -1.80033 -3.65912 2.21658  0.435
N -2.41383 -4.77672 1.96678  -0.431
H -4.74613 -6.01222 3.60498  0.277
H -3.91743 -6.66132 2.27598  0.303
H -1.83393 -2.39282 3.92118  0.592
Cl 0.52187 -5.09362 0.90998  -0.034
C 1.67107 -5.75132 -0.27592  0.200
Cl 0.81607 -6.65382 -1.53132  -0.168
H 2.35467 -6.43272 0.22968  0.468
H 2.18067 -4.91992 -0.75902  -0.404



6.
A 2-piece molecular cluster, C5H12NO3 overall, computed with ωB97M-V/def2-TZVPD.

For the strongest force on any atom, the calculation gives 5.7 eV Å⁻¹. As for the total charge: -1. The LUMO energy comes out at 3.2 eV. For the energy above the lowest of the compared OMol25 structures with the same formula, charge and spin, the calculation gives 60.72 kcal/mol.

Last column: Mulliken charge in e.
CARTESIAN COORDINATES (ANGSTROEM)
N -1.11799 -2.33599 0.49083  -0.632
C 0.18445 -1.61429 0.48426  -0.187
C 0.78376 -1.34058 1.97579  -0.446
C 2.30260 -0.81669 1.71509  0.424
O 2.55909 0.44279 1.67731  -0.695
O 3.26005 -1.80358 1.52159  -0.759
H -0.95320 -3.34856 0.62312  0.265
H -1.74933 -2.01485 1.23442  0.248
H 0.11919 -0.56898 -0.00536  -0.110
H 1.01523 -2.20982 -0.05423  0.323
H 0.17549 -0.55571 2.55268  0.254
H 0.82633 -2.34123 2.55045  0.291
C -0.07487 2.50018 -1.89571  -0.939
C -1.25358 1.54920 -1.82957  -0.300
O -1.72691 1.44682 -0.49337  -0.489
H 0.73411 2.15346 -1.24741  0.269
H 0.30298 2.58340 -2.91799  0.306
H -0.36114 3.49626 -1.54414  0.303
H -0.95849 0.55119 -2.16023  0.292
H -2.07320 1.89661 -2.46816  0.311
H -1.99457 2.33037 -0.20940  0.271



- energy above the lowest of the compared OMol25 structures with the same formula, charge and spin of number 5 (C41H56BCl2N13O2PbS3)?
  10.25 kcal/mol



- Which of these has the lowest energy above the lowest of the compared OMol25 structures with the same formula, charge and spin?
  C9H21N